No. 1
Molecular formula: C16H48O8
Method: DFT, wB97M-V/def2-TZVPD

Computed properties:
Calculated total energy ... -33744.955 eV
Energy relative to the best compared isomer or geometry (same formula, charge and spin) ... 5.546 eV
SMILES ... CCO.CCO.CCO.CCO.CCO.CCO.CCO.CCO
LUMO energy ... 0.18 eV
HOMO-LUMO gap ... 10.28 eV

```
72
Properties=species:S:1:pos:R:3:lowdin_charge:R:1
C 7.59978 2.55780 -5.28653 -0.0828
C 6.08515 2.46596 -5.06939 -0.3071
O 5.66658 1.10416 -5.00040 -0.0893
H 8.19758 1.67243 -5.50297 0.0746
H 8.11192 2.99568 -4.42975 0.0624
H 7.83725 3.29389 -6.05456 0.0622
H 5.43262 3.06376 -5.70573 0.1047
H 5.88006 2.84584 -4.06853 0.0991
H 4.87334 1.07633 -4.46042 0.0760
C -6.25299 -2.57521 5.20328 -0.0878
C -7.39887 -2.04030 6.12426 -0.3153
O -7.81337 -3.13264 6.89945 -0.0831
H -5.34327 -2.81154 5.75523 0.0667
H -5.87120 -1.74429 4.61008 0.0581
H -6.55147 -3.30382 4.44952 0.0715
H -8.24469 -1.60005 5.59615 0.1089
H -7.01895 -1.22258 6.73671 0.1012
H -7.06260 -3.32994 7.46428 0.0798
C -1.79817 -7.96612 2.91033 -0.0957
C -2.58772 -9.33656 2.95103 -0.2854
O -3.91384 -9.07619 2.49245 -0.0934
H -1.68909 -7.59612 1.89086 0.0633
H -0.79954 -8.15055 3.30634 0.0619
H -2.29827 -7.14640 3.42615 0.0618
H -2.58526 -9.64514 3.99644 0.1014
H -2.04577 -9.99238 2.26965 0.1077
H -4.41636 -8.64890 3.18994 0.0782
C 0.52690 6.17142 -2.46025 -0.0988
C -0.67293 5.81658 -1.66316 -0.3861
O -1.25712 4.74541 -2.29333 -0.0611
H 1.00297 7.04216 -2.00940 0.0728
H 0.31831 6.45218 -3.49260 0.0776
H 1.24370 5.35501 -2.37211 0.0812
H -1.41582 6.59698 -1.49824 0.1119
H -0.36513 5.66396 -0.62873 0.1118
H -1.89396 5.13342 -2.89790 0.0909
C -2.99790 5.59649 5.18000 -0.0822
C -2.52721 7.02498 4.95058 -0.3179
O -2.19386 7.65724 6.18821 -0.1022
H -2.20215 5.04191 5.67734 0.0803
H -2.98538 5.01924 4.25549 0.0625
H -4.05873 5.56958 5.42899 0.0764
H -3.12930 7.78716 4.45594 0.1085
H -1.58218 7.03469 4.40752 0.1013
H -1.26305 7.89213 6.18336 0.0732
C -0.81835 -0.43811 -7.85659 -0.1118
C -1.92245 0.53375 -7.50800 -0.3429
O -2.82328 0.10697 -6.52046 -0.0586
H -1.25313 -1.40157 -8.12269 0.0672
H -0.24464 -0.89726 -7.05152 0.0701
H -0.21409 -0.10327 -8.69971 0.0767
H -2.35960 0.72901 -8.48722 0.1091
H -1.38140 1.41643 -7.16706 0.1064
H -2.68132 0.57073 -5.69198 0.0839
C 6.48140 -3.26569 1.88926 -0.0851
C 7.26948 -2.76451 0.69838 -0.3258
O 7.76694 -3.85150 -0.07734 -0.0994
H 7.05387 -3.96943 2.49352 0.0755
H 5.54140 -3.67583 1.52005 0.0752
H 6.27980 -2.47969 2.61703 0.0700
H 8.10279 -2.12330 0.98568 0.1049
H 6.65634 -2.30910 -0.07927 0.1085
H 8.00592 -3.52647 -0.94845 0.0761
C -0.44047 -0.61005 0.43194 -0.0867
C 0.31357 -1.05709 -0.86907 -0.2936
O 0.92797 0.14313 -1.33263 -0.0965
H -0.56285 -1.58727 0.89901 0.0603
H -1.40420 -0.11523 0.31168 0.0658
H 0.14178 -0.00466 1.12660 0.0715
H -0.24490 -1.63726 -1.60365 0.1033
H 1.06618 -1.80096 -0.60762 0.1021
H 0.20323 0.76060 -1.45546 0.0734
```

No. 2
Molecular formula: C16H48O8
Method: DFT, wB97M-V/def2-TZVPD

Computed properties:
Calculated total energy ... -33745.961 eV
Energy relative to the best compared isomer or geometry (same formula, charge and spin) ... 4.540 eV
SMILES ... CCO.CCO.CCO.CCO.CCO.CCO.CCO.CCO
LUMO energy ... 0.21 eV
HOMO-LUMO gap ... 10.39 eV

```
72
Properties=species:S:1:pos:R:3:lowdin_charge:R:1
C -5.29504 6.67226 0.94098 -0.0743
C -4.29468 5.56516 0.38823 -0.2963
O -3.05759 5.49828 1.08744 -0.0917
H -5.20077 6.76279 2.02311 0.0650
H -6.34847 6.44534 0.77696 0.0624
H -5.11064 7.64193 0.47858 0.0618
H -4.05223 5.77940 -0.65264 0.0972
H -4.76800 4.58343 0.40488 0.1034
H -2.83487 6.42133 1.22876 0.0726
C 6.18416 -0.51252 -0.71116 -0.0756
C 5.18998 0.71056 -0.75893 -0.3075
O 4.54366 0.78180 0.48275 -0.0903
H 6.78132 -0.52630 0.20060 0.0656
H 6.84089 -0.61144 -1.57546 0.0608
H 5.67506 -1.47608 -0.73247 0.0622
H 4.49303 0.55118 -1.58170 0.1037
H 5.61718 1.70755 -0.86678 0.1026
H 3.61251 0.97225 0.34754 0.0751
C 1.61152 5.18374 -3.93898 -0.0883
C 0.47798 4.93610 -2.95832 -0.3624
O 0.06870 3.62924 -3.17359 -0.0647
H 2.42015 4.52039 -3.63207 0.0730
H 1.86554 6.23952 -3.84462 0.0708
H 1.37601 4.97087 -4.98172 0.0755
H -0.27387 5.71737 -3.06968 0.1030
H 0.79530 5.06429 -1.92344 0.1105
H -0.05846 3.25187 -2.30007 0.0820
C -0.35826 -2.10875 -5.32270 -0.0955
C -1.18515 -0.96546 -5.94470 -0.2799
O -2.19294 -0.52816 -4.98043 -0.0933
H -0.21254 -1.95996 -4.25278 0.0655
H 0.65572 -2.24658 -5.69816 0.0634
H -0.84426 -3.07079 -5.48516 0.0662
H -1.69037 -1.38580 -6.81428 0.0998
H -0.56762 -0.15917 -6.34051 0.1033
H -1.85822 0.25441 -4.53640 0.0704
C -2.89874 -7.45992 2.90712 -0.0966
C -1.78171 -8.37075 3.47435 -0.3075
O -1.32941 -7.78155 4.69087 -0.0840
H -2.63510 -6.40919 2.78644 0.0649
H -3.56766 -7.34492 3.76000 0.0649
H -3.48329 -7.84064 2.06958 0.0684
H -1.01242 -8.51392 2.71554 0.1006
H -2.20696 -9.35260 3.68227 0.1075
H -0.70193 -7.07214 4.53395 0.0818
C -1.21807 5.09996 6.48917 -0.0884
C -2.19937 6.24979 6.71209 -0.3416
O -1.65172 7.12564 7.67518 -0.0755
H -0.24052 5.53183 6.27472 0.0748
H -1.52142 4.42494 5.68890 0.0738
H -1.14059 4.64268 7.47559 0.0702
H -3.18094 5.81064 6.89033 0.1046
H -2.28768 6.92220 5.85875 0.1090
H -1.44306 6.56067 8.42275 0.0733
C 2.51062 -6.79571 -2.33333 -0.0978
C 3.62308 -7.70578 -2.88734 -0.2831
O 3.25196 -8.01500 -4.24885 -0.1007
H 1.64781 -7.44652 -2.19151 0.0675
H 2.08111 -6.03366 -2.98364 0.0666
H 2.80617 -6.29507 -1.41131 0.0676
H 3.39089 -8.61011 -2.32487 0.0976
H 4.67281 -7.43760 -2.76806 0.1067
H 2.99050 -8.92379 -4.41420 0.0757
C 0.09608 -1.22117 0.86893 -0.1186
C -0.11081 -0.03913 1.70649 -0.3361
O 0.08747 1.06164 0.80492 -0.0770
H -0.04924 -2.18186 1.36296 0.0779
H 1.01224 -1.24852 0.27901 0.0802
H -0.76017 -1.30346 0.19949 0.0778
H 0.56603 -0.08569 2.55962 0.1096
H -1.11809 -0.09965 2.11860 0.1133
H -0.20255 1.84833 1.27247 0.0770
```